1.
The ion H5N4 with charge +1, computed with wB97M-V/def2-TZVPD.

XYZ file:
```
9
Properties=species:S:1:pos:R:3:forces:R:3
N -1.0158 -0.2108 1.0320 -0.3 1.4 -0.5
N -0.5799 0.8811 -0.8059 -3.9 0.9 3.6
N 1.0089 -0.5840 -0.0100 0.7 -0.1 0.5
N -0.1928 0.0147 0.1394 -0.2 -0.9 -0.4
H -0.7526 -0.7634 1.8241 0.8 -0.8 0.2
H -1.1888 1.6677 -0.4097 1.1 -1.8 -0.8
H 0.0089 1.1202 -1.4925 3.1 0.8 -2.9
H 1.1471 -1.3789 0.5664 -0.4 -0.6 1.0
H 1.5651 -0.7465 -0.8438 -0.9 1.1 -0.7
```
Positions in Å, forces in eV/Å.

- HOMO energy (eV) = -16.34
- Kohn-Sham gap (eV) = 10.97
- total charge = +1
- SMILES = N=[N+](N)N
- relative energy (zero: lowest compared OMol25 entry of this formula, charge and spin) (kJ/mol) = 106.60


2.
A cluster of 3 separate species, C15H36N4O3P in total, computed with wB97M-V/def2-TZVPD.

XYZ file:
```
59
Properties=species:S:1:pos:R:3:forces:R:3
O -1.0955 3.6619 -0.7161 -0.8 -0.2 -0.3
P -0.5168 4.2825 0.4515 0.9 -0.4 -1.1
O -0.6305 5.8936 0.4135 -0.5 -0.2 0.9
O 1.0461 3.9920 0.5418 -0.4 0.3 0.8
C -1.2128 3.6976 2.0500 -0.4 1.0 -0.3
N -2.6285 3.3971 1.9696 0.2 -0.2 0.2
C -3.6336 4.2528 1.8779 0.4 0.1 -0.2
N -4.9213 3.8898 1.8663 -0.2 -0.6 0.1
C -5.5952 5.0000 1.7534 0.0 0.4 -0.1
N -4.8029 6.0665 1.6835 -0.1 -0.1 0.0
N -3.5271 5.5929 1.7645 0.0 -0.2 0.2
H -0.4098 6.2638 1.2780 0.3 0.4 -0.2
H 1.4337 4.4586 1.2943 0.6 -0.1 -0.1
H -1.0423 4.4627 2.8106 0.1 -0.1 0.3
H -0.6886 2.7974 2.3232 0.2 -0.3 0.1
H -2.8902 2.4274 1.9953 -0.2 -0.1 -0.1
H -6.6590 5.1062 1.7167 -0.4 -0.1 0.0
H -5.0330 7.0391 1.5740 0.1 0.2 0.0
H -2.7273 6.1934 1.6982 0.2 0.1 -0.2
C 4.3817 -0.4888 -3.0302 -0.1 0.0 -0.1
C 3.1250 0.3057 -3.3750 0.1 0.0 0.0
C 2.7807 1.3777 -2.3422 -0.1 0.0 0.0
C 2.4775 0.8431 -0.9424 0.1 0.0 0.0
C 1.3413 -0.1748 -0.8788 -0.2 0.2 0.1
C -0.0075 0.3851 -1.3259 0.1 -0.2 0.0
H 4.2714 -1.0334 -2.0910 0.0 0.0 0.0
H 4.6003 -1.2208 -3.8082 0.0 0.0 0.0
H 5.2462 0.1718 -2.9399 0.0 0.0 0.0
H 2.2830 -0.3800 -3.5036 0.0 0.0 0.0
H 3.2696 0.7927 -4.3424 0.0 0.0 0.0
H 1.9276 1.9586 -2.7045 0.0 0.0 0.0
H 3.6144 2.0834 -2.2707 0.0 0.0 0.0
H 2.2341 1.6906 -0.2936 0.0 0.0 0.0
H 3.3795 0.3912 -0.5193 0.0 0.0 0.0
H 1.2483 -0.5261 0.1538 0.0 -0.1 0.0
H 1.5862 -1.0545 -1.4762 0.0 0.0 0.0
H -0.3020 1.2446 -0.7230 0.0 0.1 0.0
H -0.7834 -0.3780 -1.2338 0.0 0.0 0.0
H 0.0165 0.7081 -2.3670 0.0 0.0 0.0
C 1.9038 -3.6927 -0.4012 -0.1 -0.1 -0.1
C 0.3916 -3.7795 -0.5849 0.1 0.1 0.0
C -0.3873 -3.6344 0.7212 -0.1 0.0 0.0
C -0.1088 -4.7195 1.7628 0.1 0.0 0.0
C -0.3728 -6.1472 1.2887 -0.1 0.0 0.1
C -1.8299 -6.4034 0.9130 0.1 0.0 0.0
H 2.2838 -4.4937 0.2342 0.0 0.0 0.0
H 2.4120 -3.7707 -1.3638 0.0 0.0 0.0
H 2.1832 -2.7407 0.0508 0.0 0.0 0.1
H 0.1355 -4.7209 -1.0770 0.0 0.0 0.0
H 0.0731 -2.9849 -1.2660 0.0 0.0 0.0
H -1.4572 -3.6124 0.4941 0.0 0.0 0.0
H -0.1544 -2.6596 1.1652 0.0 0.0 0.0
H -0.7252 -4.5196 2.6453 0.0 0.0 0.0
H 0.9287 -4.6447 2.1001 0.0 0.0 0.0
H -0.0919 -6.8343 2.0905 0.0 0.0 0.0
H 0.2722 -6.3915 0.4408 0.0 0.0 0.0
H -2.4887 -6.2094 1.7619 0.0 0.0 0.0
H -1.9730 -7.4407 0.6091 0.0 0.0 0.0
H -2.1506 -5.7721 0.0830 0.0 0.0 0.0
```
Positions in Å, forces in eV/Å.

- HOMO energy (eV) = -12.27
- Kohn-Sham gap (eV) = 8.77
- total charge = +1


3.
A structure of composition C37H30BrF7N5O5S2Sb2Ti, computed with wB97M-V/def2-TZVPD.

XYZ file:
```
90
Properties=species:S:1:pos:R:3:forces:R:3
Ti -1.4805 0.9305 0.6906 -0.7 -0.2 0.8
C 1.1482 -2.8147 0.4003 -0.1 0.0 0.0
C 1.5765 -2.0950 -0.8832 0.0 0.0 -0.1
C 2.8304 -1.2386 -0.7081 0.0 0.0 0.0
Sb 2.6702 0.3077 0.8134 0.1 0.1 -0.1
C 4.8126 0.6397 0.8304 0.0 0.0 0.0
C 5.4911 0.6304 2.0469 0.0 0.0 0.0
C 6.8674 0.8250 2.1044 0.0 0.0 0.0
C 7.5858 1.0319 0.9371 0.0 0.0 0.0
C 6.9240 1.0473 -0.2849 0.0 0.0 0.0
C 5.5508 0.8552 -0.3336 0.0 0.0 0.0
C 2.3389 1.9199 -0.5663 0.1 0.1 0.1
C 1.6325 1.7484 -1.7521 0.2 0.0 -0.2
C 1.3805 2.8230 -2.5961 0.0 0.0 0.0
C 1.8303 4.0912 -2.2583 0.0 0.0 0.0
C 2.5355 4.2761 -1.0769 0.0 0.0 0.0
C 2.7856 3.1980 -0.2386 0.1 0.0 -0.1
Sb -0.9703 -2.9642 0.8869 0.1 -0.1 -0.1
C -1.9325 -2.4491 -0.9678 0.0 0.0 0.0
C -1.4334 -2.7707 -2.2324 0.0 0.0 0.0
C -2.1639 -2.4823 -3.3756 0.0 0.0 0.0
C -3.4121 -1.8748 -3.2743 0.0 0.0 0.0
C -3.9249 -1.5618 -2.0264 0.0 0.0 0.0
C -3.1874 -1.8476 -0.8800 0.0 0.0 0.0
C -1.0947 -5.0871 0.4899 0.0 0.0 0.0
C -0.1621 -5.9637 1.0415 0.0 0.0 0.0
C -0.2566 -7.3340 0.8376 0.0 0.0 0.0
C -1.2976 -7.8534 0.0818 0.0 0.0 0.0
C -2.2415 -6.9945 -0.4629 0.0 0.0 0.0
C -2.1414 -5.6247 -0.2574 0.0 0.0 0.0
H 1.5414 -3.8325 0.4245 0.0 0.0 0.0
H 1.5545 -2.2988 1.2735 0.0 0.0 0.0
H 0.7749 -1.4559 -1.2481 0.0 -0.1 0.0
H 1.7567 -2.8422 -1.6645 0.0 0.0 0.0
H 3.0795 -0.7439 -1.6501 0.1 0.0 0.0
H 3.6940 -1.8433 -0.4185 0.0 0.0 0.0
H 4.9388 0.4733 2.9678 0.0 0.0 0.0
H 7.3760 0.8178 3.0609 0.0 0.0 0.0
H 8.6572 1.1857 0.9772 0.0 0.0 0.0
H 7.4801 1.2149 -1.1997 0.0 0.0 0.0
H 5.0441 0.8872 -1.2926 0.0 0.0 0.0
H 1.2678 0.7640 -2.0239 0.1 0.1 0.0
H 0.8267 2.6706 -3.5156 0.0 0.0 0.0
H 1.6275 4.9324 -2.9096 0.0 0.0 0.0
H 2.8849 5.2640 -0.8024 0.0 0.0 0.0
H 3.3292 3.3608 0.6856 0.0 0.0 0.0
H -0.4753 -3.2655 -2.3277 0.0 0.0 0.0
H -1.7640 -2.7387 -4.3498 0.0 0.0 0.0
H -3.9809 -1.6500 -4.1688 0.0 0.0 0.0
H -4.8954 -1.0895 -1.9308 0.0 0.0 0.0
H -3.6000 -1.5781 0.0854 0.0 0.0 0.0
H 0.6561 -5.5801 1.6424 0.0 0.0 0.0
H 0.4827 -7.9959 1.2722 0.0 0.0 0.0
H -1.3741 -8.9216 -0.0788 0.0 0.0 0.0
H -3.0595 -7.3909 -1.0523 0.0 0.0 0.0
H -2.8829 -4.9681 -0.6987 0.0 0.0 0.0
F -0.2161 5.5943 3.5500 0.0 0.0 0.0
C -0.4380 5.1499 2.3189 -0.1 0.0 -0.1
F 0.4518 5.7069 1.4925 -0.1 0.0 0.0
F -1.6562 5.4874 1.9340 0.1 0.0 0.1
S -0.1897 3.3240 2.2438 0.1 0.1 -0.3
O -0.8285 2.9577 0.9624 0.3 -0.1 0.2
O 1.2238 3.1001 2.3069 -0.1 0.1 0.1
N -1.0140 2.8770 3.4927 0.0 -0.1 0.1
S -1.0258 1.3413 3.8615 0.3 0.0 0.0
O -0.6376 0.5147 2.7098 -0.1 0.0 0.0
O -2.1217 0.9764 4.6874 0.0 0.1 0.0
C 0.4593 1.1430 4.9844 0.0 0.0 0.0
F 0.7294 2.2929 5.6012 0.0 0.0 0.0
F 0.1901 0.2215 5.9108 0.0 0.0 -0.1
F 1.5341 0.7570 4.3066 0.0 0.1 0.0
O -3.1534 0.2081 1.3014 0.4 0.0 -0.4
N -3.0994 1.4188 1.9614 -0.2 0.2 -0.2
C -4.2773 2.1049 1.9146 0.0 0.0 -0.1
C -4.3484 3.3954 2.4906 0.0 0.0 0.0
N -4.4332 4.4581 2.9359 0.0 0.0 0.0
C -5.4357 1.5512 1.3265 0.0 -0.1 0.1
N -6.3574 1.0739 0.8123 0.0 0.1 -0.1
F 0.0852 0.2268 -0.0989 -0.6 -0.1 0.3
Br -4.1265 2.0683 -5.5274 0.0 0.0 0.0
C -3.3892 1.7697 -3.8163 0.1 0.0 0.1
C -2.1472 1.1740 -3.6987 0.0 0.0 0.0
C -1.6562 0.9546 -2.4263 0.0 -0.1 0.1
N -2.3223 1.3040 -1.3229 0.1 0.1 0.0
C -3.5184 1.8863 -1.4541 0.0 0.0 0.0
C -4.0960 2.1351 -2.6851 0.0 0.0 0.0
H -1.5822 0.8684 -4.5667 0.0 0.0 0.0
H -0.7013 0.4708 -2.2653 -0.1 0.0 0.0
H -4.0323 2.1497 -0.5406 0.0 0.0 0.0
H -5.0714 2.5940 -2.7466 0.0 0.0 0.0
```
Positions in Å, forces in eV/Å.

- HOMO energy (spin up / spin down) (eV) = -4.01 / -6.06
- multiplicity = 3
- Kohn-Sham gap (spin up / spin down) (eV) = 5.90 / 7.88
- total charge = -1
- relative energy (zero: lowest compared OMol25 entry of this formula, charge and spin) (kJ/mol) = 0.00


4.
A cluster of 2 separate species, C2H4NO in total, computed with wB97M-V/def2-TZVPD.

XYZ file:
```
8
Properties=species:S:1:pos:R:3:forces:R:3
C -1.9976 -1.2090 -0.1156 0.9 0.2 -0.2
C 0.9544 0.2521 -0.0240 -0.6 0.0 0.0
N -1.4808 -1.9391 -0.8638 -0.8 1.3 1.2
O -0.8950 -2.6258 -1.5901 0.8 -1.3 -1.2
H -2.6720 -0.6612 0.4863 -0.4 0.1 0.2
H 1.1279 -0.3560 0.8514 0.0 -0.1 0.1
H 1.3740 -0.0264 -0.9816 0.0 -0.1 -0.1
H 0.4199 1.1906 0.0699 0.0 0.0 0.0
```
Positions in Å, forces in eV/Å.

- HOMO energy (spin up / spin down) (eV) = -15.35 / -14.82
- Kohn-Sham gap (spin up / spin down) (eV) = 6.72 / 5.26
- total charge = +1
- relative energy (zero: lowest compared OMol25 entry of this formula, charge and spin) (kJ/mol) = 526.36